1.
{"formula": "C18H48N4O5Sr", "method": "ωB97M-V with the def2-TZVPD basis set", "e_homo_ha": -0.5585, "homo_lumo_gap_ev": 10.02, "de_lowest_ev": 0.000, "total_charge": 2, "symbols": ["Sr", "C", "O", "C", "C", "N", "C", "C", "O", "C", "H", "H", "H", "H", "H", "H", "H", "H", "H", "H", "H", "H", "H", "H", "H", "C", "C", "C", "O", "C", "N", "H", "H", "H", "H", "H", "H", "H", "H", "H", "H", "H", "C", "C", "C", "O", "C", "N", "H", "H", "H", "H", "H", "H", "H", "H", "H", "H", "H", "C", "C", "C", "O", "C", "N", "H", "H", "H", "H", "H", "H", "H", "H", "H", "H", "H"], "coordinates": [[20.08538, -37.37073, -19.44562], [15.66834, -39.59349, -15.59476], [16.79720, -39.35620, -16.42116], [17.72025, -40.40436, -16.37730], [18.91586, -39.97889, -17.19629], [18.53591, -39.45886, -18.53991], [18.72243, -40.51354, -19.55057], [18.48266, -40.04946, -20.99776], [18.73965, -38.64583, -21.08391], [18.18461, -37.97640, -22.22789], [15.94900, -39.57038, -14.53933], [15.22064, -40.57046, -15.81370], [14.93395, -38.82494, -15.81333], [17.27662, -41.34279, -16.74130], [18.06537, -40.61334, -15.35156], [19.60488, -40.82622, -17.25821], [19.45900, -39.21098, -16.63642], [17.53330, -39.29917, -18.42128], [18.04464, -41.35399, -19.36674], [19.73536, -40.91080, -19.46791], [17.46216, -40.26170, -21.32152], [19.19081, -40.56406, -21.65284], [17.14896, -38.29156, -22.37446], [18.74880, -38.25112, -23.12419], [18.25395, -36.91067, -22.04230], [24.34620, -35.22073, -17.52956], [22.88026, -35.03965, -17.91755], [22.68331, -33.65902, -18.50869], [21.35041, -33.31328, -18.74091], [20.64871, -32.93412, -17.57253], [22.42160, -36.05840, -18.92305], [25.00219, -34.80749, -18.30109], [24.56850, -36.28274, -17.40984], [24.61662, -34.73231, -16.59379], [22.23695, -35.10412, -17.03990], [23.18724, -33.58666, -19.47919], [23.16307, -32.91862, -17.85335], [21.17005, -32.12409, -17.05395], [20.53218, -33.77025, -16.86589], [19.65605, -32.62152, -17.87808], [23.14074, -36.03775, -19.65385], [22.64280, -36.97203, -18.51779], [21.07168, -33.78631, -22.67833], [20.66974, -35.11915, -22.07454], [21.83885, -36.08761, -22.19311], [21.54125, -37.33921, -21.53426], [22.22776, -38.42051, -22.12281], [20.18048, -35.00540, -20.67851], [21.36109, -33.86048, -23.72637], [21.93425, -33.37287, -22.14065], [20.25793, -33.06890, -22.58389], [19.87168, -35.53287, -22.70094], [22.75574, -35.66688, -21.76259], [22.02092, -36.29760, -23.24907], [22.14723, -39.28718, -21.46277], [23.29591, -38.20563, -22.24252], [21.81728, -38.67385, -23.10431], [19.33992, -34.42224, -20.70960], [20.79320, -34.39991, -20.11698], [16.10124, -35.24609, -17.67032], [17.54339, -35.51578, -18.04949], [18.20362, -36.17003, -16.86969], [19.57562, -36.53789, -17.09145], [20.23320, -36.79172, -15.86781], [17.67057, -36.30492, -19.31426], [15.61984, -36.16240, -17.31462], [15.55125, -34.90427, -18.54500], [16.03747, -34.49379, -16.88576], [17.99858, -34.53903, -18.24412], [17.59670, -37.02400, -16.54339], [18.19417, -35.41880, -16.06999], [20.53201, -35.85826, -15.38108], [21.11617, -37.40497, -16.05620], [19.59258, -37.34422, -15.17231], [17.21676, -35.76819, -20.05543], [17.04670, -37.11900, -19.27206]]}

---

2.
{"formula": "CH11LiO5", "method": "ωB97M-V with the def2-TZVPD basis set", "e_homo_ha": -0.2472, "homo_lumo_gap_ev": 6.12, "de_lowest_ev": 2.343, "total_charge": 0, "symbols": ["Li", "C", "O", "H", "H", "H", "O", "H", "H", "O", "H", "H", "O", "H", "H", "O", "H", "H"], "coordinates": [[-12.31018, -30.63102, 34.35619], [-13.37882, -32.44092, 35.65787], [-12.47006, -32.68325, 34.57574], [-14.36046, -33.04079, 35.55589], [-13.63315, -31.44104, 35.57086], [-12.87883, -32.62143, 36.65227], [-12.52569, -29.40992, 35.36862], [-12.46772, -29.76778, 36.38052], [-12.18588, -28.43503, 35.52939], [-10.59747, -33.16696, 35.68592], [-11.12157, -32.60813, 36.20009], [-11.37551, -33.37462, 35.32557], [-13.80633, -30.02414, 32.90646], [-13.89135, -29.14233, 32.53082], [-14.10183, -30.42533, 32.15929], [-10.97738, -31.03082, 32.84379], [-10.75466, -31.43740, 31.98814], [-10.22313, -30.50610, 32.98171]]}

---

3.
{"formula": "C2H4ClN", "method": "ωB97M-V with the def2-TZVPD basis set", "multiplicity": 3, "e_homo_ha": [-0.2870, -0.3595], "s2": 2.010, "homo_lumo_gap_ev": [7.83, 8.84], "de_lowest_ev": 2.283, "total_charge": 0, "symbols": ["C", "C", "N", "Cl", "H", "H", "H", "H"], "coordinates": [[-0.64248, -0.02694, -0.77980], [0.63680, 0.05436, 0.00758], [-2.03783, -0.81034, 0.55643], [-0.87535, 0.26861, -2.37311], [0.34124, -0.30254, 0.87932], [1.01761, 1.04614, 0.27489], [1.37651, -0.51570, -0.55588], [-2.88110, -0.65180, -0.05097]]}

---

4.
{"formula": "C32H22BrN4O5S", "method": "ωB97M-V with the def2-TZVPD basis set", "e_homo_ha": -0.4013, "homo_lumo_gap_ev": 6.09, "total_charge": 1, "symbols": ["N", "C", "O", "N", "C", "N", "C", "S", "C", "Br", "N", "H", "H", "H", "H", "H", "H", "C", "C", "C", "C", "C", "C", "C", "O", "C", "C", "C", "C", "C", "C", "C", "O", "H", "H", "H", "H", "H", "H", "H", "H", "C", "C", "C", "C", "C", "C", "C", "O", "C", "C", "C", "C", "C", "C", "C", "O", "H", "H", "H", "H", "H", "H", "H", "H"], "coordinates": [[9.61946, -0.11920, -3.84055], [8.87881, -0.65216, -4.78982], [8.20701, -1.10250, -6.05960], [7.36137, -0.09302, -6.32879], [6.01243, -0.35139, -6.33282], [4.88812, 0.67018, -6.60066], [4.03382, 0.42553, -5.34210], [2.55182, 1.52453, -5.01784], [3.84884, -1.19624, -5.49466], [3.82850, -2.13189, -3.72434], [5.20963, -1.61345, -6.10432], [7.66827, 0.89934, -6.51602], [5.21090, 1.65976, -6.74171], [4.82588, 0.54782, -4.48900], [2.89430, 2.29551, -3.86076], [2.95304, -1.54480, -6.19552], [5.64360, -2.35402, -5.48809], [2.66306, 7.06826, 2.22646], [3.09974, 7.07380, 0.90197], [2.72650, 6.04190, 0.03933], [1.92354, 4.99403, 0.50593], [1.50737, 4.97587, 1.83657], [1.86837, 6.02158, 2.69616], [0.70156, 3.85042, 2.35243], [0.33259, 3.83548, 3.52028], [0.35458, 2.73982, 1.44345], [-0.35952, 1.63878, 1.93399], [-0.70335, 0.59031, 1.07795], [-0.34435, 0.64238, -0.26863], [0.37191, 1.73535, -0.75875], [0.73042, 2.78154, 0.10166], [1.51889, 3.91611, -0.41834], [1.83882, 3.96045, -1.60066], [2.94628, 7.87718, 2.89636], [3.72963, 7.88306, 0.53932], [3.06686, 6.05553, -0.99477], [1.53583, 6.02113, 3.73271], [-0.64642, 1.59182, 2.98332], [-1.25331, -0.26611, 1.46210], [-0.61832, -0.17081, -0.93728], [0.65297, 1.76677, -1.81014], [-3.39170, -3.90460, 6.26318], [-4.42644, -4.82360, 6.43570], [-5.29928, -5.09839, 5.38171], [-5.14444, -4.44283, 4.15421], [-4.12500, -3.50594, 3.98962], [-3.23915, -3.24457, 5.04302], [-3.98276, -2.77214, 2.71550], [-3.08533, -1.95156, 2.56889], [-4.94233, -3.03501, 1.62454], [-4.85452, -2.30481, 0.43209], [-5.74977, -2.55647, -0.60979], [-6.72657, -3.54168, -0.46802], [-6.81989, -4.26672, 0.72087], [-5.93183, -4.00573, 1.77281], [-6.06139, -4.75302, 3.03935], [-6.92254, -5.61584, 3.16648], [-2.70580, -3.69720, 7.08162], [-4.55304, -5.32860, 7.39075], [-6.10161, -5.82087, 5.52202], [-2.43252, -2.52442, 4.91744], [-4.09278, -1.53606, 0.31209], [-5.68311, -1.98468, -1.53288], [-7.41947, -3.74294, -1.28214], [-7.58816, -5.03096, 0.82613]]}

---

5.
{"formula": "C5H9FN3P", "method": "ωB97M-V with the def2-TZVPD basis set", "e_homo_ha": [-0.2799, -0.2798], "homo_lumo_gap_ev": [7.89, 7.89], "de_lowest_ev": 2.777, "total_charge": 0, "symbols": ["C", "C", "C", "C", "C", "N", "N", "N", "F", "P", "H", "H", "H", "H", "H", "H", "H", "H", "H"], "coordinates": [[0.08565, 1.96349, -2.86994], [-1.34172, 0.59182, -3.54716], [0.48989, 1.28876, 1.34945], [-0.66809, -1.33662, 1.47370], [-1.48389, -0.58420, -1.23270], [-0.57783, 1.57626, -4.00789], [-0.22360, 1.21129, -1.84347], [-1.23598, 0.41940, -2.19975], [-2.87921, -0.56714, -1.06351], [-0.35146, 0.00653, 0.17471], [0.85255, 2.69602, -2.96272], [-2.10213, 0.15529, -4.19521], [-0.13177, 1.14196, 2.21914], [1.40682, 0.77648, 1.68909], [0.48264, 2.34782, 1.09402], [0.22240, -1.81582, 1.79500], [-1.48225, -2.01716, 1.15975], [-1.12102, -0.85342, 2.30772], [0.63103, -0.59549, -0.41854]]}

---

6.
{"formula": "C28H23ClN6O6S3Zr", "method": "ωB97M-V with the def2-TZVPD basis set", "e_homo_ha": -0.0631, "homo_lumo_gap_ev": 5.99, "de_lowest_ev": 1.074, "total_charge": -2, "symbols": ["Zr", "C", "C", "N", "C", "S", "N", "N", "C", "C", "C", "C", "C", "C", "C", "N", "H", "H", "H", "H", "H", "H", "H", "H", "H", "H", "H", "H", "H", "O", "C", "O", "C", "C", "Cl", "N", "N", "C", "C", "O", "O", "C", "C", "C", "C", "C", "C", "H", "H", "H", "H", "H", "H", "O", "C", "O", "C", "C", "C", "C", "C", "C", "S", "H", "H", "H", "H", "S"], "coordinates": [[-0.30662, -1.75241, -0.95047], [2.28065, -2.44416, 5.46342], [0.88290, -2.25785, 4.87988], [0.86481, -1.48261, 3.66133], [1.26697, -1.97526, 2.42375], [1.28566, -3.63049, 2.10810], [1.64314, -0.97202, 1.63575], [1.65833, -1.18030, 0.28307], [2.69798, -0.74708, -0.34155], [3.92836, -0.24686, 0.34696], [2.69787, -0.81049, -1.81932], [3.82369, -0.49030, -2.57807], [3.74319, -0.59846, -3.95400], [2.55803, -1.02360, -4.53526], [1.48798, -1.32752, -3.71600], [1.56944, -1.21885, -2.39410], [2.25398, -3.06305, 6.36630], [2.72591, -1.47957, 5.72718], [2.92361, -2.93225, 4.72941], [0.23331, -1.75704, 5.60344], [0.43979, -3.22623, 4.65944], [1.00355, -0.48669, 3.74588], [3.80790, -0.32709, 1.42231], [4.12231, 0.79578, 0.07693], [4.79679, -0.83337, 0.03626], [4.73461, -0.15944, -2.10028], [4.60060, -0.35043, -4.56863], [2.45110, -1.11319, -5.60806], [0.53089, -1.66587, -4.08758], [-4.30115, -1.74119, 3.87649], [-3.84844, -0.50832, 3.85617], [-4.22393, 0.32511, 4.65640], [-2.81653, -0.18019, 2.83147], [-2.22883, 1.05678, 2.67594], [-2.44669, 2.51119, 3.54311], [-1.33669, 0.99044, 1.66157], [-1.28116, -0.25828, 1.16684], [-2.16834, -0.96181, 1.83747], [-2.38838, -2.37920, 1.38500], [-3.24657, -3.06671, 1.96241], [-1.67655, -2.75342, 0.42121], [-0.56002, 2.07367, 1.12977], [0.81952, 2.02691, 1.17339], [1.52937, 3.08780, 0.62534], [0.86581, 4.16575, 0.06261], [-0.52079, 4.18907, 0.02606], [-1.24275, 3.13178, 0.55187], [-3.89470, -2.30813, 3.12426], [1.30238, 1.14946, 1.59373], [2.61251, 3.06234, 0.63452], [1.42977, 4.97910, -0.37932], [-1.04050, 5.01199, -0.44792], [-2.32219, 3.10016, 0.48842], [-2.66446, -0.65829, -1.25656], [-2.29343, -0.72605, -2.44080], [-1.52213, -1.67428, -2.82100], [-2.48209, 0.43084, -3.36310], [-3.52769, 0.55536, -4.25973], [-3.62102, 1.67483, -5.08097], [-2.64490, 2.65910, -4.97780], [-1.59596, 2.53125, -4.07826], [-1.47608, 1.41342, -3.23868], [-0.14738, 1.24394, -2.11406], [-4.27160, -0.23232, -4.31402], [-4.43814, 1.77574, -5.78572], [-2.69742, 3.54099, -5.60853], [-0.84124, 3.30733, -4.01416], [0.50167, -3.78948, -1.61953]]}

---

One value per record, in order, for molar mass: 488.22; 110.03; 77.51; 654.52; 161.12; 762.41 g/mol.
One value per record, in order, for electronic energy: -1340.13393; -428.33367; -593.30791; -4799.57684; -801.26148; -3562.89613 Ha.